{
  "formula": "C4H6N3O3",
  "method": "ωB97M-V with the def2-TZVPD basis set",
  "molar_mass_g_mol": 144.11,
  "orbital_gap_ev": 7.157,
  "charge": -1,
  "de_lowest_kcal_mol": 86.9,
  "spin_multiplicity": 1,
  "species": ["H", "C", "C", "H", "C", "C", "N", "O", "N", "H", "O", "H", "N", "H", "O", "H"],
  "positions_angstrom": [[1.0343, 1.2780, -2.0259], [-0.7089, -0.6156, -0.6274], [1.0477, 0.5226, -1.2267], [0.9240, 0.7050, 2.2457], [0.5840, 1.0909, 0.0783], [1.4435, 0.6021, 1.2922], [-2.7362, -1.6065, 0.0254], [-3.5557, -0.8784, -0.4719], [-1.4973, -1.6279, -0.4513], [1.7501, -0.4823, 1.1588], [-2.9794, -2.5130, 0.8533], [2.1100, 0.2710, -1.3218], [-0.7768, 0.6767, 0.1874], [2.4018, 1.1538, 1.5036], [0.3563, -0.7065, -1.3894], [0.6024, 2.1300, 0.1697]]
}